{"formula": "C21H28AuClN3O2Se", "method": "the ωB97M-V functional and the def2-TZVPD basis", "e_tot_ha": -4128.902020, "molar_mass_da": 665.85, "lumo_energy_ev": [2.7106, 2.3015], "gap_ev": [2.722, 6.041], "charge": -1, "multiplicity": 3, "elements": ["Au", "Cl", "N", "N", "C", "C", "C", "C", "C", "C", "H", "H", "H", "H", "H", "H", "C", "C", "C", "C", "H", "H", "H", "H", "H", "H", "O", "H", "H", "O", "H", "H", "C", "C", "C", "H", "H", "C", "C", "H", "C", "C", "C", "C", "H", "C", "H", "H", "H", "H", "H", "H", "H", "H", "Se", "C", "N"], "xyz": [[0.063, -0.014, 0.217], [-1.911, 0.295, 2.148], [0.136, 2.056, 0.331], [0.018, -2.056, 0.606], [-0.896, 2.886, -0.186], [-0.863, -2.926, -0.083], [1.111, 2.878, 1.054], [0.363, 4.173, 1.173], [2.312, 3.006, 0.131], [1.462, 2.248, 2.338], [2.021, 3.051, -0.930], [2.995, 2.151, 0.260], [2.860, 3.937, 0.380], [0.645, 2.332, 3.080], [2.365, 2.720, 2.771], [1.700, 1.186, 2.228], [0.820, -2.826, 1.556], [0.621, -4.208, 1.055], [0.241, -2.675, 2.920], [2.249, -2.347, 1.485], [2.631, -2.369, 0.448], [2.875, -3.027, 2.104], [2.365, -1.335, 1.871], [-0.820, -2.925, 2.984], [0.319, -1.628, 3.293], [0.817, -3.244, 3.660], [-0.593, -4.145, 0.208], [0.447, -4.972, 1.835], [1.443, -4.566, 0.389], [-0.706, 4.091, 0.160], [0.956, 5.078, 0.980], [-0.149, 4.283, 2.163], [-1.987, 2.421, -0.986], [-1.909, -2.537, -0.972], [-1.644, -1.291, -1.744], [-2.820, -2.429, -0.349], [-2.067, -3.406, -1.628], [-2.011, -0.061, -1.149], [-1.692, 1.176, -1.755], [-2.658, -0.068, -0.259], [-1.034, 1.170, -2.963], [-0.699, -0.046, -3.547], [-0.582, 2.457, -3.595], [-0.982, -1.266, -2.951], [-0.149, -0.039, -4.496], [-0.462, -2.540, -3.563], [-0.038, -2.341, -4.565], [-1.241, -3.301, -3.678], [0.345, -2.970, -2.950], [-1.389, 3.192, -3.674], [-0.192, 2.274, -4.614], [0.237, 2.920, -3.016], [-2.246, 3.268, -1.637], [-2.838, 2.268, -0.292], [0.005, 0.014, 5.453], [0.056, -0.001, 3.762], [0.097, 0.025, 2.541]], "atomic_forces_ev_per_a": [[1.5, -0.3, -1.3], [-2.8, 0.4, 0.1], [-4.3, 2.2, -2.5], [-2.7, -1.6, -2.7], [6.5, -5.7, 3.1], [4.6, 5.2, 2.8], [-0.5, -0.5, -1.8], [-1.1, 0.9, 0.6], [1.0, 0.4, -0.2], [1.1, 0.3, 1.9], [0.0, 0.0, 0.4], [-0.3, 0.3, -0.1], [0.0, -0.4, -0.1], [0.5, 0.0, -0.4], [-0.3, 0.1, -0.1], [0.1, 0.6, -0.2], [-0.5, 1.3, -0.8], [-0.1, -1.8, -1.4], [0.3, 0.5, 2.1], [1.1, -0.8, 0.2], [-0.2, 0.0, 0.4], [-0.1, 0.4, -0.3], [-0.2, 0.0, 0.0], [0.0, -0.3, -0.2], [0.1, -2.6, -0.9], [-0.1, -0.5, -0.1], [0.5, -3.9, 0.9], [-0.1, 0.4, -0.4], [-0.5, 0.3, 0.4], [-0.1, 3.8, 0.8], [-0.3, -0.3, -0.1], [0.3, -0.2, -0.8], [-1.4, 0.5, -0.7], [-1.0, -0.8, -0.7], [-0.4, 0.3, 0.0], [-0.5, 0.2, -0.2], [-0.2, 0.2, 0.0], [-1.0, 0.1, 0.1], [-0.3, -0.8, -0.1], [0.3, -0.1, -0.4], [-0.1, 0.9, 0.3], [0.6, -0.3, -1.0], [0.4, 0.1, -0.4], [0.3, -0.6, 0.1], [-0.2, 0.0, 0.3], [0.4, 0.0, -0.5], [-0.2, -0.1, 0.4], [0.1, 0.1, 0.0], [-0.2, 0.1, -0.1], [0.1, 0.0, 0.0], [-0.2, 0.1, 0.4], [-0.2, -0.1, -0.1], [-0.2, -0.2, 0.0], [0.1, 0.0, -0.3], [0.0, 0.0, 2.2], [0.6, 1.4, -4.5], [0.2, 0.3, 5.9]], "lowdin_charge": [0.82, 0.31, -0.01, -0.03, -0.34, -0.36, -0.60, -0.04, -0.03, -0.08, 0.08, 0.09, 0.08, 0.08, 0.10, 0.05, -0.62, -0.07, -0.08, -0.05, 0.08, 0.09, 0.06, 0.10, -0.02, 0.09, 0.02, 0.13, 0.13, 0.05, 0.13, 0.15, -0.08, -0.12, -0.25, 0.12, 0.13, -0.15, -0.25, 0.04, -0.27, -0.04, -0.06, -0.26, 0.10, -0.06, 0.07, 0.07, 0.08, 0.07, 0.07, 0.07, 0.13, 0.14, 0.63, -1.12, -0.36]}